DFT (ωB97M-V with the def2-TZVPD basis set) results for 10 unconnected molecules or ions with the total composition C86H101N9O14 in a non-equilibrium geometry.

Each line ends with the Mulliken charge.
CARTESIAN COORDINATES (ANGSTROEM)
C (21.54, 9.07, 1.58)  -0.77
C (22.82, 8.64, 1.23)  -0.72
C (23.42, 7.70, 2.08)  -0.13
C (22.75, 7.18, 3.21)  0.23
C (21.49, 7.70, 3.59)  0.35
C (20.94, 8.67, 2.76)  -0.43
C (20.91, 7.46, 4.93)  0.44
O (19.92, 8.03, 5.34)  -0.72
C (21.71, 6.66, 5.88)  0.20
C (21.27, 6.48, 7.21)  -0.39
C (22.00, 5.68, 8.05)  -0.59
C (23.14, 5.00, 7.59)  -0.54
C (23.58, 5.15, 6.29)  -0.95
C (22.82, 5.96, 5.42)  0.60
C (23.41, 6.15, 4.04)  0.29
O (24.45, 5.63, 3.73)  -0.67
H (21.14, 9.96, 1.11)  0.44
H (23.29, 8.98, 0.32)  0.48
H (24.31, 7.18, 1.77)  0.45
H (20.04, 9.22, 3.02)  0.47
H (20.50, 7.13, 7.57)  0.43
H (21.73, 5.55, 9.09)  0.65
H (23.72, 4.36, 8.24)  0.42
H (24.45, 4.61, 5.96)  0.46
C (12.33, 6.89, 10.41)  -0.47
C (11.20, 7.72, 10.26)  -0.81
C (11.22, 9.02, 10.76)  -0.77
C (12.34, 9.52, 11.45)  0.21
C (13.46, 8.69, 11.59)  0.13
C (13.44, 7.42, 11.02)  -0.17
C (14.77, 9.18, 12.14)  0.53
O (15.70, 8.40, 12.29)  -0.60
C (14.78, 10.58, 12.63)  0.44
C (15.97, 11.07, 13.12)  -0.45
C (16.06, 12.37, 13.61)  -0.66
C (14.96, 13.19, 13.45)  -0.51
C (13.75, 12.68, 12.98)  -0.63
C (13.61, 11.37, 12.56)  0.25
C (12.31, 10.87, 12.07)  0.40
O (11.32, 11.57, 12.15)  -0.63
H (12.35, 5.91, 9.96)  0.60
H (10.26, 7.25, 10.01)  0.55
H (10.43, 9.75, 10.67)  0.51
H (14.24, 6.73, 11.25)  0.40
H (16.79, 10.36, 13.05)  0.45
H (16.93, 12.79, 14.11)  0.41
H (14.99, 14.19, 13.86)  0.36
H (12.89, 13.34, 13.07)  0.43
C (22.04, 4.80, -0.25)  -1.29
C (22.90, 4.71, -1.36)  -0.54
C (22.67, 5.41, -2.53)  -0.73
C (21.53, 6.20, -2.63)  0.17
C (20.63, 6.23, -1.54)  0.98
C (20.86, 5.52, -0.36)  -0.27
C (19.37, 6.97, -1.67)  0.31
O (18.59, 7.08, -0.75)  -0.58
C (19.01, 7.46, -3.06)  0.29
C (17.75, 7.97, -3.31)  -0.59
C (17.46, 8.67, -4.47)  -0.92
C (18.36, 8.58, -5.54)  -0.27
C (19.57, 7.92, -5.39)  -0.81
C (19.94, 7.49, -4.11)  0.51
C (21.31, 6.98, -3.87)  0.60
O (22.18, 7.03, -4.72)  -0.66
H (22.49, 4.26, 0.57)  0.50
H (23.84, 4.19, -1.27)  0.44
H (23.34, 5.21, -3.36)  0.46
H (20.13, 5.47, 0.43)  0.70
H (17.17, 8.10, -2.40)  0.46
H (16.50, 9.14, -4.67)  0.39
H (18.09, 9.02, -6.49)  0.40
H (20.32, 7.87, -6.17)  0.48
C (16.30, 5.80, 2.20)  -1.11
C (17.46, 5.95, 2.95)  0.19
C (17.48, 5.95, 4.33)  -1.12
C (16.24, 5.89, 4.98)  0.46
C (15.05, 5.64, 4.30)  -0.16
C (15.13, 5.60, 2.91)  -0.82
C (13.75, 5.37, 4.93)  0.37
O (12.68, 5.39, 4.38)  -0.48
C (13.91, 4.91, 6.34)  0.13
C (12.85, 4.18, 6.92)  -0.64
C (12.94, 3.74, 8.24)  -1.18
C (14.10, 3.98, 8.96)  -0.15
C (15.13, 4.74, 8.44)  0.04
C (15.01, 5.25, 7.16)  0.90
C (16.24, 5.86, 6.49)  0.34
O (17.14, 6.24, 7.20)  -0.73
H (16.33, 5.87, 1.12)  0.86
H (18.39, 6.02, 2.39)  0.57
H (18.41, 6.27, 4.78)  0.23
H (14.24, 5.48, 2.31)  0.55
H (12.00, 3.78, 6.39)  0.41
H (12.17, 3.13, 8.68)  0.56
H (14.14, 3.43, 9.89)  0.33
H (16.12, 4.79, 8.88)  0.29
C (18.91, 8.64, 9.34)  0.49
O (19.82, 9.36, 9.76)  -0.73
N (18.21, 7.79, 10.12)  0.13
N (18.41, 8.72, 8.07)  -0.38
H (18.54, 7.80, 11.07)  0.10
H (17.38, 7.30, 9.84)  -0.05
H (18.94, 9.09, 7.30)  0.27
H (17.88, 7.89, 7.83)  0.35
C (13.09, -0.15, 11.64)  0.48
O (13.25, -1.34, 11.35)  -0.68
N (12.11, 0.29, 12.46)  -0.37
N (13.95, 0.82, 11.20)  -0.15
H (11.47, -0.44, 12.74)  0.24
H (11.82, 1.25, 12.46)  0.20
H (14.84, 0.58, 10.80)  0.17
H (14.03, 1.55, 11.89)  0.23
C (15.78, 4.43, 12.61)  0.12
O (15.12, 3.43, 12.27)  -0.58
N (17.04, 4.69, 12.21)  0.64
N (15.37, 5.29, 13.57)  -0.27
H (17.55, 4.11, 11.57)  -0.59
H (17.38, 5.60, 12.45)  0.17
H (14.51, 5.16, 14.07)  0.28
H (15.76, 6.22, 13.53)  0.00
C (8.93, 5.40, 6.95)  -1.91
C (9.15, 6.12, 5.62)  2.28
C (9.58, 5.15, 4.54)  -1.29
C (9.60, 5.66, 3.12)  -0.54
C (8.26, 6.34, 2.82)  -1.38
C (7.76, 7.31, 3.94)  1.56
N (7.85, 6.71, 5.29)  0.19
O (7.35, 7.48, 6.35)  -0.48
C (8.37, 8.71, 3.84)  -1.80
C (6.23, 7.47, 3.75)  -1.80
C (10.26, 7.20, 5.79)  -1.62
H (8.83, 6.09, 7.79)  0.48
H (9.81, 4.90, 7.38)  0.20
H (8.11, 4.69, 6.89)  0.44
H (10.49, 4.61, 4.81)  -0.12
H (8.78, 4.38, 4.55)  0.60
H (9.79, 4.85, 2.41)  0.54
H (10.42, 6.38, 3.02)  0.16
H (7.55, 5.54, 2.60)  0.42
H (8.32, 7.05, 1.99)  0.45
H (8.02, 9.36, 4.64)  0.35
H (9.44, 8.68, 3.67)  0.35
H (7.88, 9.26, 3.03)  0.51
H (5.96, 7.91, 2.79)  0.41
H (5.90, 6.44, 3.57)  0.43
H (5.65, 7.82, 4.59)  0.34
H (11.07, 6.93, 6.48)  0.15
H (9.88, 8.00, 6.44)  0.53
H (10.77, 7.69, 4.96)  0.22
H (6.56, 7.00, 6.62)  0.36
C (19.60, 0.45, 13.95)  -1.78
C (18.88, 1.74, 13.46)  1.13
C (19.79, 2.96, 13.53)  -0.67
C (20.77, 2.91, 12.35)  -1.32
C (19.98, 2.93, 11.02)  -0.59
C (18.99, 1.76, 10.82)  1.42
N (18.29, 1.53, 12.11)  1.20
O (17.18, 0.69, 12.06)  -0.63
C (17.96, 2.11, 9.73)  -1.39
C (19.80, 0.55, 10.38)  -1.60
C (17.78, 2.05, 14.51)  -1.83
H (19.06, -0.47, 13.73)  0.32
H (19.85, 0.59, 15.00)  0.48
H (20.47, 0.27, 13.30)  0.30
H (19.28, 3.92, 13.47)  0.30
H (20.48, 2.85, 14.37)  0.43
H (21.26, 1.93, 12.31)  0.31
H (21.53, 3.69, 12.37)  0.50
H (20.80, 3.04, 10.29)  0.49
H (19.58, 3.94, 10.88)  0.16
H (16.95, 1.87, 10.03)  0.00
H (17.93, 3.21, 9.65)  -0.03
H (18.30, 1.72, 8.77)  0.51
H (19.33, -0.27, 9.83)  0.40
H (20.54, 0.88, 9.64)  0.41
H (20.30, -0.03, 11.16)  0.28
H (18.20, 2.02, 15.52)  0.48
H (17.12, 1.17, 14.55)  0.54
H (17.21, 2.96, 14.40)  0.06
H (16.44, 1.29, 12.28)  0.24
C (15.65, 1.05, 1.22)  -1.52
C (15.68, 1.55, -0.28)  1.80
C (15.88, 3.09, -0.30)  -1.59
C (17.32, 3.62, -0.28)  0.52
C (18.22, 2.68, -1.13)  -1.54
C (18.17, 1.18, -0.79)  1.94
N (16.75, 0.85, -0.98)  0.21
O (16.56, -0.55, -0.99)  -0.49
C (18.97, 0.59, -1.95)  -1.99
C (18.89, 0.84, 0.54)  -1.86
C (14.32, 1.29, -0.95)  -1.86
H (16.63, 1.09, 1.70)  0.36
H (15.18, 0.08, 1.35)  0.27
H (15.23, 1.84, 1.86)  0.33
H (15.42, 3.45, -1.22)  0.39
H (15.40, 3.61, 0.53)  0.36
H (17.79, 3.70, 0.72)  0.05
H (17.38, 4.69, -0.52)  0.04
H (19.29, 2.92, -1.20)  0.32
H (17.80, 2.94, -2.10)  0.40
H (18.34, 0.55, -2.84)  0.44
H (19.93, 1.05, -2.16)  0.38
H (19.14, -0.49, -1.80)  0.41
H (19.97, 0.84, 0.42)  0.42
H (18.62, 1.49, 1.37)  0.28
H (18.50, -0.13, 0.87)  0.43
H (13.87, 0.33, -0.71)  0.34
H (14.54, 1.16, -2.02)  0.43
H (13.63, 2.07, -0.64)  0.40
H (16.15, -0.79, -1.83)  0.34

For the calculated total energy, the calculation gives -132894.551 eV. The value obtained for the LUMO energy is -0.049 hartree. For the HOMO-LUMO gap, the calculation gives 6.66 eV. Its relative energy (zero: lowest compared OMol25 entry of this formula, charge and spin) is 0.0 kcal per mole. The HOMO energy comes out at -8.0 eV.

***

DFT (ωB97M-V with the def2-TZVPD basis set) results for a molecular structure, C13H20BrClNO in a non-equilibrium geometry.

Each line ends with the Mulliken charge.
CARTESIAN COORDINATES (ANGSTROEM)
C (-0.61, 3.58, -2.07)  -1.58
C (-1.23, 2.17, -1.48)  0.11
C (-2.51, 2.31, -0.84)  -1.50
H (-2.99, 1.50, -0.49)  0.60
H (-3.51, 2.83, -1.64)  0.32
H (-2.51, 3.29, -0.11)  0.30
H (-1.31, 1.75, -2.37)  0.46
N (-0.32, 1.59, -0.68)  0.66
H (-0.78, 0.85, -0.18)  -0.35
C (0.97, 1.13, -1.09)  -0.70
H (1.81, 0.80, -0.37)  0.38
C (0.80, -0.16, -2.17)  -0.87
H (0.56, 0.18, -3.04)  0.94
H (-0.11, -0.57, -1.76)  0.45
C (1.74, -1.26, -1.85)  -1.96
H (1.64, -1.88, -2.45)  1.21
H (2.72, -0.73, -1.95)  0.29
C (1.87, -1.62, -0.32)  -0.64
H (2.05, -2.96, -0.32)  0.36
H (2.80, -1.20, 0.24)  0.43
O (0.58, -1.42, 0.20)  -0.17
C (0.53, -1.76, 1.47)  0.58
C (1.29, -2.74, 2.26)  -0.93
C (0.90, -3.03, 3.55)  -0.58
C (-0.47, -2.97, 3.88)  0.06
C (-1.27, -1.94, 3.38)  -0.17
C (-1.01, -1.38, 2.14)  0.21
Cl (-1.77, -0.54, 1.13)  -0.35
H (-2.18, -1.41, 3.73)  0.32
Br (-1.00, -3.26, 5.85)  -0.19
H (1.45, -3.90, 4.05)  0.27
H (2.01, -3.11, 1.81)  0.73
H (1.57, 1.89, -1.66)  0.38
H (-0.18, 2.47, 0.10)  0.56
H (-0.54, 4.33, -1.35)  0.45
H (-1.19, 3.89, -2.85)  0.51
H (0.18, 3.29, -2.76)  0.40

For the calculated total energy, the calculation gives -99889.932 eV. Its net charge is +1. The value obtained for the LUMO energy is -0.111 hartree. For the HOMO-LUMO gap, the calculation gives 7.94 eV. The HOMO energy comes out at -11.0 eV.

***

DFT (ωB97M-V with the def2-TZVPD basis set) results for a molecular structure, C31H45CsN9O3PS in a non-equilibrium geometry.

Each line ends with the Mulliken charge.
CARTESIAN COORDINATES (ANGSTROEM)
Cs (0.34, 0.89, 0.13)  1.60
N (-2.86, -4.09, -0.02)  0.02
C (-3.98, -3.29, -0.04)  0.40
C (-5.34, -3.56, 0.04)  -1.19
C (-6.19, -2.47, 0.00)  -0.36
C (-5.70, -1.16, -0.11)  -0.44
C (-4.35, -0.90, -0.20)  -0.44
C (-3.48, -1.98, -0.16)  0.24
N (-2.10, -2.00, -0.21)  -0.36
C (-1.77, -3.26, -0.12)  0.40
C (-0.39, -3.73, -0.07)  -0.12
C (0.02, -5.02, 0.13)  -0.42
S (1.73, -5.08, 0.21)  -0.18
C (1.77, -3.37, -0.04)  0.00
N (0.62, -2.81, -0.17)  -0.07
H (-2.85, -5.09, 0.05)  0.18
H (-5.72, -4.57, 0.13)  0.37
H (-7.26, -2.64, 0.07)  0.37
H (-6.41, -0.34, -0.13)  0.43
H (-3.96, 0.11, -0.29)  0.55
H (-0.56, -5.91, 0.25)  0.33
H (2.71, -2.83, -0.06)  0.28
C (0.07, 6.03, -0.17)  -1.65
C (-0.50, 4.62, -0.19)  0.73
O (0.30, 3.68, -0.26)  -0.61
C (-1.93, 4.45, -0.10)  0.63
C (-2.79, 5.57, -0.17)  -0.71
C (-4.15, 5.46, -0.03)  -0.79
C (-4.71, 4.20, 0.21)  -0.78
C (-3.91, 3.09, 0.28)  -0.25
C (-2.49, 3.14, 0.10)  -0.04
O (-1.79, 2.08, 0.18)  -0.85
H (1.16, 5.97, -0.15)  0.29
H (-0.28, 6.57, 0.72)  0.39
H (-0.24, 6.59, -1.05)  0.43
H (-2.37, 6.56, -0.34)  0.34
H (-4.78, 6.34, -0.10)  0.38
H (-5.78, 4.10, 0.35)  0.40
H (-4.34, 2.11, 0.48)  0.29
C (-1.78, 3.24, 4.91)  -0.71
C (-2.14, 2.90, 3.48)  -0.41
N (-1.05, 2.13, 2.91)  0.67
C (-0.50, 1.07, 3.59)  -0.07
N (0.08, 0.15, 2.91)  0.09
C (0.75, -0.95, 3.58)  -0.49
C (1.12, -0.65, 5.03)  -0.56
C (-0.10, -0.04, 5.70)  -0.81
N (-0.51, 1.15, 4.98)  0.16
C (-1.53, 1.95, 5.66)  -0.70
H (-2.58, 3.81, 5.40)  0.41
H (-0.87, 3.85, 4.92)  0.28
H (-2.27, 3.80, 2.87)  0.21
H (-3.09, 2.35, 3.45)  0.29
H (-1.15, 1.95, 1.91)  -0.42
H (1.64, -1.20, 3.00)  -0.16
H (0.09, -1.83, 3.55)  0.28
H (1.95, 0.06, 5.06)  0.20
H (1.42, -1.56, 5.55)  0.40
H (0.13, 0.25, 6.73)  0.43
H (-0.91, -0.78, 5.74)  0.31
H (-1.17, 2.15, 6.67)  0.37
H (-2.47, 1.38, 5.76)  0.30
C (5.96, 1.70, 2.02)  -1.13
N (4.93, 0.77, 1.60)  0.40
C (4.62, -0.27, 2.56)  -0.74
P (3.99, 1.00, 0.23)  0.53
O (2.81, 0.12, 0.25)  -0.70
N (3.78, 2.65, 0.22)  0.30
C (3.00, 3.12, 1.38)  -0.37
C (3.54, 3.40, -1.01)  -0.79
N (4.91, 0.73, -1.14)  0.27
C (4.85, -0.58, -1.77)  -0.95
C (6.17, 1.42, -1.38)  -1.09
H (6.94, 1.21, 2.06)  0.32
H (5.73, 2.10, 3.02)  0.35
H (6.01, 2.53, 1.33)  0.37
H (5.47, -0.93, 2.72)  0.31
H (3.78, -0.86, 2.19)  -0.02
H (4.34, 0.16, 3.53)  0.27
H (2.89, 2.31, 2.11)  0.27
H (2.01, 3.44, 1.06)  -0.25
H (3.51, 3.96, 1.87)  0.27
H (3.88, 2.82, -1.87)  0.38
H (4.09, 4.34, -0.98)  0.31
H (2.48, 3.62, -1.13)  0.05
H (3.95, -1.09, -1.44)  0.11
H (5.72, -1.19, -1.52)  0.30
H (4.80, -0.48, -2.86)  0.33
H (6.14, 2.42, -0.95)  0.35
H (6.33, 1.51, -2.45)  0.37
H (7.02, 0.88, -0.94)  0.28

For the calculated total energy, the calculation gives -73106.244 eV. The value obtained for the LUMO energy is 0.007 hartree. For the HOMO-LUMO gap, the calculation gives 7.03 eV. The HOMO energy comes out at -6.8 eV.

***

DFT (ωB97M-V with the def2-TZVPD basis set) results for a molecular structure, C12H13BrO2Ti in a non-equilibrium geometry.

Each line ends with the Mulliken charge.
CARTESIAN COORDINATES (ANGSTROEM)
C (0.16, 0.00, 2.39)  -0.26
C (-0.92, -0.95, 2.38)  -0.53
C (-0.80, -1.72, 1.21)  0.13
H (-1.68, -1.28, 3.11)  0.36
C (0.48, -1.39, 0.57)  -0.49
C (1.12, -0.39, 1.36)  -1.28
H (2.10, 0.08, 1.16)  0.77
H (0.39, 0.59, 3.29)  0.29
H (-1.26, -2.70, 1.12)  0.52
H (0.96, -2.01, -0.18)  0.38
Ti (-0.02, 0.95, 0.01)  0.58
Br (-2.05, 1.89, 1.43)  -0.53
C (0.99, 2.43, -1.55)  -0.78
C (2.16, 2.10, -0.82)  -0.15
C (1.98, 2.50, 0.54)  -0.78
H (3.12, 1.86, -1.26)  0.42
C (0.71, 3.13, 0.64)  0.10
C (0.04, 3.02, -0.63)  -0.84
H (-0.81, 3.63, -0.89)  0.47
H (0.95, 2.46, -2.62)  0.46
H (2.79, 2.59, 1.26)  0.44
H (0.38, 3.77, 1.44)  0.40
C (-1.51, -3.82, -2.45)  -0.68
O (-2.10, -2.31, -2.03)  -0.06
C (-1.49, -1.70, -1.09)  -0.24
O (-1.49, -0.43, -0.84)  -0.51
H (-1.49, -4.30, -1.51)  0.30
H (-0.51, -3.71, -2.89)  0.27
H (-2.21, -4.25, -3.14)  0.24

For the calculated total energy, the calculation gives -109904.595 eV. As for the expectation value of S²: 0.770. Its net charge is -1. The value obtained for the LUMO energy (spin up / spin down) is 0.105 / 0.105 hartree. Its spin multiplicity is 2. For the HOMO-LUMO gap (spin up / spin down), the calculation gives 5.23 / 5.28 eV. Its relative energy (zero: lowest compared OMol25 entry of this formula, charge and spin) is 54.8 kcal per mole. The HOMO energy (spin up / spin down) comes out at -2.4 / -2.4 eV.